C12H29BN2O6S2 | ωB97M-V/def2-TZVPD

LUMO level = -0.0364 hartree
HOMO level = -7.25 eV
Energy = -1856.7122 Eh
Kohn-Sham gap = 6.26 eV
Energy relative to the best compared isomer or geometry (same formula, charge and spin) = 20.6 kcal per mole

The geometry in ORCA input format:
```
! wB97M-V def2-TZVPD RIJCOSX def2/J DEFGRID3
* xyz 0 1
C 0.2540 -3.9786 3.9245
C -1.2401 -4.1924 3.6510
B -1.6252 -5.0442 2.3858
O -2.9215 -5.1018 1.9388
S -0.3710 -6.0121 1.3556
O 0.5982 -6.6208 2.2495
O -1.0862 -6.9018 0.4746
N 0.3907 -4.7919 0.6021
S -0.4148 -4.0594 -0.5629
O -1.6277 -3.4069 -0.0870
O -0.5251 -4.7667 -1.8149
C 0.7773 -2.7248 -0.8901
O 0.3688 -1.4812 -0.3836
C 0.4103 -1.4050 1.0368
H 0.7557 -3.5961 3.0374
H 0.3942 -3.2549 4.7319
H 0.7421 -4.9117 4.1932
H -1.7411 -3.2257 3.5180
H -1.7216 -4.6797 4.5053
H -3.1345 -4.2719 1.5019
H 1.7471 -3.0491 -0.5081
H 0.8299 -2.6502 -1.9754
H -0.6029 -1.2644 1.4132
H 0.8321 -2.3084 1.4733
H 1.0199 -0.5453 1.3356
C 1.9803 0.8518 -1.9564
C 0.6068 1.3607 -1.5220
C 0.1805 2.6517 -2.2143
N 0.3741 3.8916 -1.3729
C 1.7862 4.0201 -0.9175
C -0.0160 5.1164 -2.1928
C -1.4108 5.4786 -1.7194
C -1.3166 5.2025 -0.2228
C -0.5742 3.8759 -0.1751
H 2.7862 1.5495 -1.7193
H 2.1928 -0.0914 -1.4573
H 1.9994 0.6720 -3.0321
H 0.5665 1.4578 -0.4347
H -0.1225 0.5909 -1.7720
H -0.8827 2.6336 -2.4522
H 0.7330 2.8089 -3.1403
H 2.4344 4.0370 -1.7902
H 2.0348 3.1804 -0.2767
H 1.8818 4.9478 -0.3583
H 0.6942 5.9071 -1.9614
H 0.0528 4.8696 -3.2481
H -2.1557 4.8322 -2.1868
H -1.6661 6.5097 -1.9524
H -2.2859 5.1420 0.2662
H -0.7388 5.9838 0.2748
H -1.2505 3.0349 -0.3030
H 0.0074 3.7299 0.7303
*
```